# C24H33N3O3S2

One molecule with the formula C24H33N3O3S2 (ωB97M-V with the def2-TZVPD basis set, the Open Molecules 2025 dataset).

Geometry as ORCA input:
```
! wB97M-V def2-TZVPD RIJCOSX def2/J DEFGRID3
* xyz 0 1
C 3.899 -3.935 5.299
C 4.157 -3.305 3.963
C 5.121 -3.844 3.122
C 5.388 -3.267 1.896
C 4.669 -2.162 1.483
C 3.685 -1.616 2.301
N 2.933 -0.483 1.911
C 1.564 -0.748 1.516
C 0.766 0.560 1.560
N 1.384 1.531 0.689
C 0.900 2.068 -0.458
O 1.584 2.807 -1.142
C -0.551 1.767 -0.822
C -0.775 2.037 -2.310
C -2.235 1.816 -2.689
C -3.159 2.707 -1.861
C -4.631 2.494 -2.243
N -5.063 1.132 -2.007
S -5.891 0.327 -3.203
O -6.492 1.247 -4.123
O -6.693 -0.661 -2.548
C -4.568 -0.483 -4.048
C -3.914 -1.620 -3.687
C -2.868 -1.938 -4.579
C -2.756 -1.031 -5.587
S -3.928 0.222 -5.474
C -2.931 2.443 -0.372
C -1.470 2.677 0.002
C 2.771 1.764 1.048
C 3.550 0.449 0.989
C 3.446 -2.172 3.565
C 2.461 -1.535 4.501
H 2.839 -4.146 5.431
H 4.452 -4.866 5.395
H 4.210 -3.270 6.105
H 5.673 -4.719 3.436
H 6.148 -3.685 1.253
H 4.868 -1.730 0.514
H 1.123 -1.479 2.193
H 1.520 -1.156 0.490
H -0.268 0.375 1.283
H 0.788 0.954 2.583
H -0.790 0.719 -0.623
H -0.134 1.380 -2.900
H -0.479 3.064 -2.528
H -2.507 0.771 -2.520
H -2.372 2.032 -3.750
H -2.918 3.755 -2.071
H -5.262 3.203 -1.696
H -4.771 2.677 -3.311
H -5.455 0.945 -1.101
H -4.190 -2.198 -2.825
H -2.233 -2.799 -4.474
H -2.052 -1.030 -6.395
H -3.571 3.097 0.224
H -3.202 1.408 -0.150
H -1.202 3.716 -0.201
H -1.326 2.498 1.070
H 3.181 2.488 0.344
H 2.812 2.170 2.064
H 4.584 0.618 1.295
H 3.537 0.085 -0.052
H 1.536 -2.110 4.554
H 2.876 -1.485 5.506
H 2.231 -0.528 4.168
*
```

The energy above the lowest of the compared OMol25 structures with the same formula, charge and spin is 0.000 eV. For the strongest force on any atom, the calculation gives 0.0166 hartree/bohr. The HOMO energy comes out at -8.32 eV. For the orbital gap, the calculation gives 0.321 Ha. As for the SMILES: Cc1cccc(N2CCN(C(=O)[C@H]3CC[C@H](CNS(=O)(=O)c4cccs4)CC3)CC2)c1C.

# C24H33N3O4

One molecule with the formula C24H33N3O4 (ωB97M-V with the def2-TZVPD basis set, the Open Molecules 2025 dataset).

Geometry as ORCA input:
```
! wB97M-V def2-TZVPD RIJCOSX def2/J DEFGRID3
* xyz 0 1
O 1.426 1.450 -0.553
C 0.902 0.378 -0.297
C 1.425 -0.413 0.905
N 0.409 -0.839 1.846
C 0.356 -2.147 2.203
O 1.130 -2.983 1.781
C -0.748 -2.482 3.195
O -1.938 -1.759 2.975
C -1.736 -0.408 2.856
C -2.745 0.464 3.230
C -2.550 1.830 3.125
C -1.340 2.323 2.670
C -0.336 1.457 2.270
C -0.533 0.084 2.334
N -0.137 -0.108 -1.005
C -0.653 -1.463 -0.927
C 0.315 -2.577 -1.364
C 1.098 -2.251 -2.637
N 2.171 -1.306 -2.380
C 3.378 -1.948 -1.887
C 4.394 -0.871 -1.501
O 4.708 -0.050 -2.599
C 3.538 0.561 -3.095
C 2.515 -0.490 -3.531
C -0.671 0.737 -2.064
C -1.848 1.634 -1.626
C -1.352 2.891 -0.909
C -2.463 3.661 -0.272
C -3.677 3.175 -0.077
C -4.077 1.791 -0.481
C -2.858 0.908 -0.738
H 2.154 0.232 1.408
H 1.945 -1.311 0.570
H -0.999 -3.540 3.106
H -0.366 -2.293 4.212
H -3.671 0.051 3.598
H -3.339 2.507 3.411
H -1.178 3.387 2.609
H 0.595 1.855 1.900
H -1.014 -1.686 0.080
H -1.522 -1.497 -1.585
H -0.291 -3.468 -1.543
H 1.007 -2.824 -0.562
H 1.489 -3.189 -3.068
H 0.420 -1.812 -3.373
H 3.144 -2.561 -1.015
H 3.823 -2.601 -2.660
H 5.332 -1.326 -1.176
H 3.979 -0.257 -0.689
H 3.847 1.175 -3.943
H 3.087 1.194 -2.319
H 1.618 0.010 -3.901
H 2.946 -1.100 -4.346
H 0.141 1.379 -2.414
H -0.990 0.096 -2.887
H -2.364 1.948 -2.542
H -0.824 3.534 -1.619
H -0.628 2.616 -0.140
H -2.218 4.666 0.043
H -4.448 3.780 0.379
H -4.695 1.345 0.303
H -4.694 1.848 -1.384
H -2.388 0.665 0.217
H -3.184 -0.022 -1.208
*
```

The energy above the lowest of the compared OMol25 structures with the same formula, charge and spin is 1.529 eV. For the strongest force on any atom, the calculation gives 0.0121 hartree/bohr. The HOMO energy comes out at -8.44 eV. For the orbital gap, the calculation gives 0.336 Ha. As for the SMILES: O=C(CN1C(=O)COc2ccccc21)N(CCCN1CCOCC1)C[C@@H]1CC=CCC1.

> What is the strongest force on any atom in the first record?

0.0166 hartree/bohr

> Which formula does entry 1 have?

C24H33N3O3S2

> Among the records above, which one has the highest orbital gap?

C24H33N3O4